Entry 1:
Entry from the Open Molecules 2025 dataset: 5 unconnected molecules or ions with the total composition C2H14O4S (ωB97M-V/def2-TZVPD).

## Properties
**Gap between HOMO and LUMO**: 9.321 eV
**Molar mass**: 134.20 g/mol
**HOMO level**: -8.80 eV
**LUMO**: 0.01908 Ha
**SMILES string**: CCS.O.O.O.O

```
! wB97M-V def2-TZVPD RIJCOSX def2/J DEFGRID3
* xyz 0 1
H -0.038 -3.997 0.010
H -4.948 1.013 3.236
O 1.631 -1.318 -2.332
O -0.493 -3.185 4.071
C 0.581 2.598 -2.676
H 0.577 -4.545 1.327
C 0.532 2.505 -1.202
H 0.906 1.603 -3.095
O -4.056 1.392 2.835
H -0.383 2.856 -2.927
H -4.430 2.045 2.175
H 0.609 3.497 -0.715
H 1.243 3.357 -3.026
H 1.918 -0.543 -2.883
H -0.348 1.843 -0.895
H 2.386 -1.695 -1.899
S 2.001 1.475 -0.471
H -0.858 -3.290 3.155
H 2.178 2.192 0.737
H 0.256 -3.732 4.104
O 0.737 -4.070 0.472
*
```

***

Entry 2:
Entry from the Open Molecules 2025 dataset: 5 unconnected molecules or ions with the total composition C2H14O5 (ωB97M-V/def2-TZVPD).

## Properties
**Gap between HOMO and LUMO (spin up / spin down)**: 2.756 / 10.652 eV
**Molar mass**: 118.13 g/mol
**HOMO level (spin up / spin down)**: 0.66 / -7.24 eV
**LUMO (spin up / spin down)**: 0.12561 / 0.12525 Ha

```
! wB97M-V def2-TZVPD RIJCOSX def2/J DEFGRID3
* xyz -1 2
O 0.364 -1.671 -1.101
O -1.402 -3.685 -1.039
H 1.803 -1.057 0.313
H -2.242 -0.669 2.061
H 0.765 2.728 2.248
O 1.864 2.901 0.548
H 1.709 3.215 -0.346
H 0.183 -0.785 -1.425
H 0.221 -0.629 0.664
O 1.002 0.618 -3.127
O -2.625 -0.313 2.862
H -0.832 -2.929 -1.175
C 0.639 2.969 1.193
H -0.002 2.240 0.697
H 0.755 -0.262 -3.411
H 0.628 -2.305 0.872
H 1.899 0.524 -2.806
C 0.790 -1.446 0.220
H -3.536 -0.128 2.631
H -2.285 -3.318 -1.003
H 0.300 4.002 1.121
*
```

***

Entry 3:
Entry from the Open Molecules 2025 dataset: 5 unconnected molecules or ions with the total composition C2H15N2O4 (ωB97M-V/def2-TZVPD).

## Properties
**Gap between HOMO and LUMO (spin up / spin down)**: 4.229 / 8.482 eV
**Molar mass**: 131.15 g/mol
**HOMO level (spin up / spin down)**: -3.60 / -7.86 eV
**LUMO (spin up / spin down)**: 0.02325 / 0.02275 Ha

```
! wB97M-V def2-TZVPD RIJCOSX def2/J DEFGRID3
* xyz 0 2
H -4.827 -1.739 3.339
O -1.985 -0.139 1.718
H -1.078 -0.853 -2.093
H 4.512 1.269 -3.249
H -0.352 0.991 0.190
H 1.199 0.139 1.750
H 3.474 1.435 -4.294
O -4.146 -1.327 2.800
H -1.259 0.157 2.265
H 0.045 -1.858 -0.045
H -1.819 0.611 -1.691
O 1.630 1.821 -1.190
H -3.404 -1.941 2.786
N 0.449 -0.940 0.087
H -2.864 -0.090 2.119
O 3.552 1.317 -3.339
H 1.117 -1.605 1.878
H 2.405 -0.940 0.927
H 1.253 2.706 -1.252
N -1.174 -0.107 -1.430
H 2.139 1.746 -2.012
C -0.222 0.133 -0.456
C 1.356 -0.785 1.191
*
```

***

Entry 4:
Entry from the Open Molecules 2025 dataset: 6 unconnected molecules or ions with the total composition C2H15NO5 (ωB97M-V/def2-TZVPD).

## Properties
**Gap between HOMO and LUMO (spin up / spin down)**: 7.739 / 3.869 eV
**Molar mass**: 133.14 g/mol
**HOMO level (spin up / spin down)**: -12.45 / -12.45 eV
**LUMO (spin up / spin down)**: -0.17301 / -0.31523 Ha

```
! wB97M-V def2-TZVPD RIJCOSX def2/J DEFGRID3
* xyz 1 2
C -1.459 2.726 2.738
N -1.828 1.904 1.728
H 2.254 0.904 -2.632
H 1.764 0.127 1.163
O -0.707 -5.872 -1.680
O 2.774 0.864 -3.427
H -2.025 3.650 2.881
H 2.944 1.051 0.912
H -0.966 -2.384 -1.723
H -0.385 3.035 4.592
H -1.096 -5.502 -0.882
H -2.125 -2.721 -2.741
H -0.158 0.160 -0.768
H 0.333 1.778 3.687
O 0.335 0.357 -1.564
H -2.195 2.337 0.877
H -1.410 0.983 1.699
H -0.938 -5.231 -2.367
O 2.160 0.686 0.489
C -0.448 2.511 3.621
H 0.941 1.062 -1.322
O -1.418 -3.081 -2.197
H 3.649 0.657 -3.084
*
```

***

Entry 5:
Entry from the Open Molecules 2025 dataset: a molecular structure, C2H16MgN4O6 (ωB97M-V/def2-TZVPD).

## Properties
**Gap between HOMO and LUMO**: 3.208 eV
**Molar mass**: 216.48 g/mol
**HOMO level**: -14.73 eV
**LUMO**: -0.42346 Ha

```
! wB97M-V def2-TZVPD RIJCOSX def2/J DEFGRID3
* xyz 2 1
H -4.047 -2.467 -3.059
O 1.061 0.449 2.876
H -3.573 -1.837 3.382
Mg -1.651 -0.666 0.042
O 1.090 0.959 -2.584
H -2.862 -3.344 -2.712
N 2.209 -0.017 4.701
N 2.606 1.003 -4.302
N 1.527 2.680 -4.011
H 0.337 -4.185 1.158
C 1.743 1.503 -3.504
H -4.548 -0.991 2.590
C 2.054 0.570 3.582
H 0.776 3.189 -3.566
N 3.087 1.310 3.367
O -3.264 -2.499 -2.508
H 3.102 1.365 -5.104
O -3.526 2.089 -0.552
H 2.957 0.152 -3.887
H -0.682 -4.661 0.145
O -0.279 -3.868 0.498
H 3.014 1.736 2.455
O -3.753 -1.517 2.498
H -4.329 2.293 -0.071
H 3.634 1.686 4.128
H 1.563 -0.765 4.911
H -3.623 2.548 -1.386
H 3.038 0.115 5.263
H 2.342 3.171 -4.350
*
```

***

Entry 6:
Entry from the Open Molecules 2025 dataset: a molecular structure, C2H16N2O4 (ωB97M-V/def2-TZVPD).

## Properties
**Gap between HOMO and LUMO**: 6.493 eV
**Molar mass**: 132.16 g/mol
**HOMO level**: -8.31 eV
**LUMO**: -0.06685 Ha

```
! wB97M-V def2-TZVPD RIJCOSX def2/J DEFGRID3
* xyz 0 1
H 1.227 1.931 -1.217
H 0.473 3.120 -0.378
O -1.767 1.236 -1.536
H -1.134 -2.080 -1.406
H 1.107 -1.556 -1.689
H -2.446 0.859 -2.111
H 1.009 0.068 1.855
C -0.600 -1.269 0.419
H -1.017 -2.208 0.784
H 0.449 -1.326 0.732
H -0.305 1.896 -1.335
H -1.167 -0.277 -1.392
H -1.348 0.775 0.510
H 0.733 1.222 1.058
H 1.285 -0.949 -0.281
N 0.429 2.128 -0.620
O 0.953 -0.680 -1.297
H 2.009 -1.802 1.541
O 0.901 1.036 2.011
C -1.246 -0.085 1.160
H -0.698 0.081 2.082
H -2.199 -0.403 1.598
O 1.290 -1.504 0.966
N -0.756 -1.216 -1.026
*
```

***

Entry 7:
Entry from the Open Molecules 2025 dataset: 5 unconnected molecules or ions with the total composition C2H16NO4 (ωB97M-V/def2-TZVPD).

## Properties
**Gap between HOMO and LUMO**: 12.255 eV
**Molar mass**: 118.15 g/mol
**HOMO level**: -15.05 eV
**LUMO**: -0.10271 Ha

```
! wB97M-V def2-TZVPD RIJCOSX def2/J DEFGRID3
* xyz 1 1
O -0.134 -0.821 -1.596
H 3.122 0.638 2.003
H -0.726 1.235 -3.872
H -2.267 1.323 -1.016
O -2.837 0.653 -0.624
O 0.190 0.920 -3.672
H -2.198 1.108 2.489
H 1.552 1.266 1.716
H -0.205 -0.458 1.829
H 0.494 0.740 -4.605
H -3.715 0.786 -0.942
H -2.325 0.343 1.062
H 2.676 0.650 0.387
H 0.143 -0.209 -2.328
N 0.345 -1.118 1.233
H 2.147 -1.431 2.503
C 1.814 -0.982 1.522
H 0.125 -0.798 0.246
H -1.034 -1.072 -1.884
O -1.798 0.515 1.868
H 2.333 -1.727 0.829
C 2.259 0.496 1.392
H 0.039 -2.058 1.461
*
```

***

Entry 8:
Entry from the Open Molecules 2025 dataset: a molecular structure, C2H16O5S (ωB97M-V/def2-TZVPD).

## Properties
**Gap between HOMO and LUMO (spin up / spin down)**: 3.636 / 6.911 eV
**Molar mass**: 152.21 g/mol
**HOMO level (spin up / spin down)**: -0.48 / -3.84 eV
**LUMO (spin up / spin down)**: 0.11596 / 0.11289 Ha

```
! wB97M-V def2-TZVPD RIJCOSX def2/J DEFGRID3
* xyz -1 2
O -0.142 -2.030 -1.926
O -0.864 -2.627 0.731
O -1.620 1.633 0.086
H -0.082 -2.714 -2.598
H -0.041 -2.420 1.190
H 1.645 -0.819 -0.579
H -2.311 -1.449 1.097
H -0.589 -2.496 -0.200
C 2.245 0.023 -0.285
H -2.227 0.869 0.059
H 1.045 2.684 0.655
H 3.123 -0.185 0.301
H -1.126 1.013 -1.366
H 0.983 2.516 2.506
H -1.022 1.273 0.790
H 2.465 1.963 1.560
S 0.828 0.157 1.474
H -0.154 -1.164 -2.377
H -1.423 -0.478 1.785
C 1.395 2.185 1.561
H 2.109 0.948 -0.824
O -2.377 -0.579 1.529
O -0.706 0.666 -2.198
H -1.153 1.031 -2.971
*
```

***

The following energy above the lowest of the compared OMol25 structures with the same formula, charge and spin values (in eV) correspond, in order, to the records above: 2.096, 0.648, 0.456, 1.053, 10.095, 12.127, 0.387, 0.397.
The following energy values (in hartree) correspond, in order, to the records above: -783.6763, -460.7173, -495.5592, -515.7801, -955.7199, -495.8514, -441.2932, -860.1196.